DFT (ωB97M-V with the def2-TZVPD basis set) results for a single C6H14N2O2 molecule.

Values from the calculation:
HOMO level, eV: -8.42
E_LUMO, eV: 0.6
Energy, hartree: -496.83530
Relative energy (zero: lowest compared OMol25 entry of this formula, charge and spin), kcal/mol: 139.4

Geometry as ORCA input:
```
! wB97M-V def2-TZVPD RIJCOSX def2/J DEFGRID3
* xyz 0 1
C 0.897 -1.508 1.156
C 0.980 -0.458 0.039
C 2.402 -0.390 -0.595
C -0.018 -0.598 -1.145
C -1.628 0.930 -0.045
C -0.738 0.970 1.110
H 1.751 -1.348 1.867
H 1.165 -2.565 0.794
H -0.193 -1.555 1.594
H 2.919 -1.329 -0.787
H 2.977 0.070 0.258
H 2.420 0.276 -1.438
H 0.216 0.053 -1.968
H -0.016 -1.596 -1.660
H -2.970 -1.380 -0.482
H -1.436 1.760 -0.790
H -2.719 1.125 0.258
H -0.722 1.889 1.767
H -1.022 0.194 1.885
H 0.088 1.873 -0.883
N -1.396 -0.232 -0.850
N 0.656 0.821 0.700
O -2.031 -1.263 -0.010
O 0.950 1.855 -0.299
*
```